Entry 1:
# C2H2ClN

The molecule C2H2ClN in a non-equilibrium geometry (ωB97M-V/def2-TZVPD, the Open Molecules 2025 dataset).

```
6
C2H2ClN ωB97M-V/def2-TZVPD
C -0.6767 0.8587 1.0762
C 0.6062 -0.2891 -0.2755
N 0.4646 0.4661 0.7078
Cl -1.9458 0.2544 -0.1010
H 0.5831 -1.3745 -0.1732
H 0.9686 0.0844 -1.2343
```

## Properties
**Kohn-Sham gap**: 7.122 eV
**Electronic energy**: -16114.408 eV
**E_HOMO**: -8.64 eV
**Largest force on an atom**: 3.96 eV Å⁻¹

Mulliken atomic charge list, values in e, 5 entries:
1. C -0.105
2. C -0.230
3. N -0.052
4. Cl -0.182
5. H 0.289


Entry 2:
# C19H18N4OS2

The molecule C19H18N4OS2 in a non-equilibrium geometry (ωB97M-V/def2-TZVPD, the Open Molecules 2025 dataset).

```
44
C19H18N4OS2 ωB97M-V/def2-TZVPD
C -0.9983 3.7622 0.7877
C -1.5387 3.0459 -0.4113
C -0.7431 2.8975 -1.5407
C -1.1972 2.2014 -2.6525
C -2.4863 1.6778 -2.6475
C -3.2940 1.8411 -1.5381
C -2.8183 2.5074 -0.4208
H -3.4473 2.6071 0.4521
H -4.2934 1.4318 -1.5356
H -2.8437 1.1316 -3.5088
C -0.2614 1.8972 -3.7728
H -0.7434 1.9058 -4.7487
H 0.6168 2.5398 -3.7697
S 0.3372 0.1559 -3.5693
C 0.7185 0.2788 -1.8708
N 1.6411 1.0278 -1.3359
N 1.5264 0.9263 -0.0091
C 0.5344 0.1182 0.2570
N -0.0241 -0.3360 -0.8995
C -1.1174 -1.2444 -1.0795
H -1.8663 -1.0886 -0.3036
H -1.5596 -1.0664 -2.0594
H -0.7670 -2.2785 -1.0343
C 0.0699 -0.2372 1.6234
N 0.2310 -1.6504 1.8986
C -0.8602 -2.4490 2.0633
O -2.0099 -2.0998 1.9835
S -0.3241 -4.1186 2.3996
C 1.3575 -3.6349 2.2840
C 2.4818 -4.4256 2.4300
C 3.7235 -3.8301 2.2898
C 3.8337 -2.4751 2.0070
C 2.7109 -1.6788 1.8613
C 1.4643 -2.2691 2.0048
H 2.8011 -0.6300 1.6276
H 4.8101 -2.0302 1.8956
H 4.6141 -4.4290 2.3988
H 2.3826 -5.4769 2.6460
H 0.6454 0.3507 2.3437
H -0.9963 -0.0104 1.7339
H 0.2580 3.3044 -1.5394
H 0.0131 3.4218 1.0041
H -0.9559 4.8342 0.5959
H -1.6257 3.5944 1.6596
```

## Properties
**Kohn-Sham gap**: 9.218 eV
**Electronic energy**: -49674.834 eV
**E_HOMO**: -8.64 eV
**Largest force on an atom**: 1.17 eV Å⁻¹
**Structure (SMILES)**: Cc1cccc(CSc2nnc(Cn3c(=O)sc4ccccc43)n2C)c1

Mulliken atomic charge list, values in e, 5 entries:
1. C -1.639
2. C 0.652
3. C 0.107
4. C 0.269
5. C -0.346


Entry 3:
# C4H13N3O

A cluster of 2 separate species, C4H13N3O in total in a non-equilibrium geometry (ωB97M-V/def2-TZVPD, the Open Molecules 2025 dataset).

```
21
C4H13N3O ωB97M-V/def2-TZVPD
C -1.1422 0.3546 -1.8305
C 0.2389 -0.3133 -1.8558
C 0.7623 -0.6408 -0.4446
N 2.1673 -0.4858 2.1424
C 1.8655 0.5121 1.4222
N 1.3333 0.5538 0.1608
N -2.2255 -0.4376 -1.2981
H -1.1139 1.3005 -1.2905
H -1.3541 0.6538 -2.8669
H 0.9255 0.4062 -2.3087
H 0.2727 -1.2109 -2.4734
H -0.0627 -1.0173 0.1579
H 1.5563 -1.3702 -0.5271
H 1.8921 -1.3691 1.7062
H 2.0959 1.4960 1.8114
H 0.8916 1.4294 -0.0645
H -2.2220 -1.3865 -1.6376
H -2.2159 -0.3919 -0.2866
H -2.7274 0.8519 1.3630
H -2.1002 -0.0482 2.4357
O -1.8752 0.5242 1.6742
```

## Properties
**Kohn-Sham gap**: 9.451 eV
**Electronic energy**: -10876.373 eV
**E_HOMO**: -8.88 eV
**Largest force on an atom**: 1.01 eV Å⁻¹
**Structure (SMILES)**: [H]/N=C\NCCCN.O

Mulliken atomic charge list, values in e, 5 entries:
1. C -0.583
2. C -0.918
3. C -0.501
4. N -0.726
5. C 0.055


Entry 4:
# C9H22O6P2S

A structure of composition C9H22O6P2S (ωB97M-V/def2-TZVPD, the Open Molecules 2025 dataset).

```
40
C9H22O6P2S ωB97M-V/def2-TZVPD
C 5.7338 -2.3874 0.3265
C 5.3083 -1.1700 -0.4958
C 4.3726 -0.2455 0.2728
C 3.7221 0.8341 -0.5847
C 2.6452 1.6159 0.1645
C 1.3528 0.8152 0.3874
C 0.0974 1.6777 0.2860
C -1.1758 0.9557 0.7579
C -2.3350 1.1896 -0.1928
O -3.5739 1.0032 0.5380
P -4.9136 0.8009 -0.2393
O -4.8294 0.6897 -1.6910
O -5.8146 1.9500 0.3647
O -5.5385 -0.5085 0.4742
P -5.9060 -1.8719 -0.3289
O -4.5528 -2.2397 -1.0726
O -5.8732 -2.8811 0.8987
S -7.4791 -1.8220 -1.3959
H 4.9526 -3.1480 0.3417
H 6.6326 -2.8493 -0.0840
H 5.9565 -2.0994 1.3559
H 6.2000 -0.6184 -0.8044
H 4.8079 -1.5088 -1.4074
H 4.9392 0.2487 1.0701
H 3.6050 -0.8431 0.7775
H 3.2835 0.3811 -1.4804
H 4.4989 1.5230 -0.9289
H 2.4142 2.5314 -0.3857
H 3.0521 1.9153 1.1348
H 1.2997 0.0100 -0.3526
H 1.3765 0.3416 1.3724
H -0.0226 1.9902 -0.7559
H 0.2478 2.5861 0.8741
H -0.9709 -0.1165 0.7997
H -1.4676 1.2726 1.7582
H -2.3067 0.4888 -1.0263
H -2.3223 2.2065 -0.5867
H -6.7497 1.8151 0.1381
H -4.6549 -2.0975 -2.0272
H -6.0122 -2.4354 1.7472
```

## Properties
**Kohn-Sham gap**: 9.855 eV
**Electronic energy**: -51394.400 eV
**E_HOMO**: -9.45 eV
**Largest force on an atom**: 0.33 eV Å⁻¹

Mulliken atomic charge list, values in e, 5 entries:
1. C -1.254
2. C -0.374
3. C -0.535
4. C -0.770
5. C -0.798


Entry 5:
# C40H40BaF5N4OPTe

A structure of composition C40H40BaF5N4OPTe in a non-equilibrium geometry (ωB97M-V/def2-TZVPD, the Open Molecules 2025 dataset).

```
93
C40H40BaF5N4OPTe ωB97M-V/def2-TZVPD
Ba -0.1788 0.1220 -0.9612
C -4.0745 -0.0634 -0.8699
C -3.6428 -0.3367 0.5726
C -3.1107 0.8735 1.2957
C -3.9557 1.6700 2.0617
C -3.4310 2.7358 2.7718
C -2.0688 2.9751 2.7091
C -1.3028 2.1479 1.9074
N -1.8037 1.1353 1.2026
N -2.9630 -0.1570 -1.8377
C -3.1020 0.8345 -2.9134
C -3.0412 2.2235 -2.3374
C -4.1253 3.0870 -2.3882
C -4.0266 4.3266 -1.7767
C -2.8494 4.6588 -1.1326
C -1.8110 3.7398 -1.1466
N -1.8947 2.5519 -1.7389
C -2.9236 -1.5307 -2.3679
C -1.7202 -1.8699 -3.2191
C -1.7932 -1.8687 -4.6046
C -0.6769 -2.2406 -5.3377
C 0.4698 -2.6223 -4.6643
C 0.4577 -2.5916 -3.2790
N -0.6042 -2.2174 -2.5689
H -4.8652 -0.7675 -1.1601
H -4.5127 0.9331 -0.9271
H -4.5048 -0.7108 1.1284
H -2.8718 -1.1120 0.5887
H -5.0109 1.4338 2.1156
H -4.0734 3.3577 3.3821
H -1.6042 3.7730 3.2710
H -0.2300 2.2993 1.8349
H -2.2711 0.7070 -3.6117
H -4.0454 0.6977 -3.4635
H -5.0334 2.7852 -2.8941
H -4.8593 5.0176 -1.7995
H -2.7249 5.6107 -0.6358
H -0.8593 3.9723 -0.6823
H -2.9176 -2.2063 -1.5107
H -3.8304 -1.7316 -2.9593
H -2.7126 -1.5808 -5.0980
H -0.7052 -2.2358 -6.4194
H 1.3600 -2.9301 -5.1941
H 1.3355 -2.8794 -2.7083
C 2.9586 2.1129 0.8666
C 3.7176 1.3060 1.8870
C 4.8158 1.8763 2.5275
C 5.5519 1.1682 3.4638
C 5.1963 -0.1348 3.7805
C 4.1092 -0.7153 3.1482
C 3.3649 -0.0120 2.2021
P 1.9684 -0.8372 1.3464
C 2.6906 -2.5071 1.1089
C 2.2939 -3.5807 1.9007
C 2.8116 -4.8506 1.6889
C 3.7323 -5.0544 0.6738
C 4.1315 -3.9882 -0.1202
C 3.6230 -2.7088 0.0789
C 4.0939 -1.5743 -0.7929
C 0.6603 -0.9810 2.5753
C 0.7155 -0.2761 3.7812
C -0.3754 -0.1836 4.6246
C -1.5533 -0.8474 4.2542
C -1.6333 -1.5587 3.0846
C -0.5472 -1.6437 2.1581
C -0.6981 -2.2779 0.9118
H 3.2733 3.1559 0.8851
H 1.8838 2.0865 1.0544
H 3.1193 1.7361 -0.1462
H 5.0960 2.8944 2.2830
H 6.4021 1.6342 3.9457
H 5.7623 -0.6961 4.5126
H 3.8317 -1.7357 3.3851
H 1.5670 -3.4124 2.6860
H 2.4923 -5.6753 2.3131
H 4.1424 -6.0410 0.4979
H 4.8581 -4.1484 -0.9089
H 4.8004 -1.9295 -1.5425
H 4.5885 -0.7990 -0.2034
H 3.2638 -1.0899 -1.3161
H 1.6392 0.2205 4.0571
H -0.3121 0.3668 5.5537
H -2.4168 -0.8116 4.9103
H -2.5522 -2.0817 2.8381
H -1.5932 -2.8749 0.7554
H 0.1673 -2.6684 0.3879
F 1.4065 4.1417 -3.1627
Te 0.9982 2.3547 -3.4276
F 1.6356 2.4657 -5.1653
F -0.5910 3.0715 -4.1120
F 0.8775 2.4319 -1.4798
F 2.7811 1.9737 -3.0162
O 0.3601 0.6821 -3.3683
```

## Properties
**Kohn-Sham gap**: 5.248 eV
**Electronic energy**: -81003.920 eV
**E_HOMO**: -5.57 eV
**Largest force on an atom**: 1.65 eV Å⁻¹

Mulliken atomic charge list, values in e, 5 entries:
1. Ba 1.354
2. C -1.432
3. C 0.429
4. C 0.231
5. C -0.620